DFT (ωB97M-V with the def2-TZVPD basis set) results for a molecular structure, C2H4Cl2S at a distorted geometry.

Element x y z (Å)
Cl 1.2603 0.2975 1.0952
Cl -2.4485 -0.7940 -1.1493
S -1.4012 -1.8799 1.1517
C -1.0234 -1.0805 -0.3077
C 0.9715 1.2942 -0.3447
H 0.9279 0.4803 -1.0189
H -0.2403 -2.0079 1.4805
H 0.0975 1.8263 -0.3402
H 1.8561 1.8640 -0.5666

Summary:
Kohn-Sham gap	8.594	eV
ΔE to the lowest compared entry with this formula, charge and spin	3.263	eV
multiplicity	1

DFT (ωB97M-V with the def2-TZVPD basis set) results for a molecular structure, CHBrIO3S at a distorted geometry.

Element x y z (Å)
I 1.8950 0.9084 2.2007
Br -1.5508 0.7420 1.9223
S -0.2250 -1.1256 -1.3766
O 1.1233 -1.1906 -1.8437
O -0.4763 -1.9927 -0.2501
O -1.2276 -0.7467 -2.3872
C 0.1224 1.1935 0.9274
H 0.3389 2.2115 0.8072

Summary:
Kohn-Sham gap (spin up / spin down)	6.105 / 5.875	eV
ΔE to the lowest compared entry with this formula, charge and spin	3.063	eV
multiplicity	1
net charge	-1

DFT (ωB97M-V with the def2-TZVPD basis set) results for 3 unconnected molecules or ions with the total composition C33H63BIN2O12 at a distorted geometry.

Element x y z (Å)
I 1.9475 1.0677 -4.1929
O -3.6890 -2.5028 -2.0664
O -2.5240 3.1390 -7.9737
O -0.5419 -2.0710 -3.9851
O 5.8818 -1.6196 2.0417
O -2.2845 -1.0684 0.1946
O -3.4549 1.8034 -6.5576
O -0.0290 -0.7092 0.7997
O 3.7805 -4.9467 6.4155
O -1.2040 1.9070 -6.6097
O 2.4181 -3.7662 5.0496
O 1.5294 -5.0046 6.5777
O 4.0415 3.3740 2.2311
N -2.6358 -0.5507 -2.9166
N -0.4031 -1.4802 -2.6986
C -3.1891 -1.5316 -2.4497
C -5.1319 -1.8993 3.0945
C 0.9661 1.9288 -0.3095
C 1.6595 -5.9636 7.6351
C -3.3760 1.5635 -0.7272
C 4.5324 -0.6666 0.2263
C -0.7210 2.7437 -9.5853
C -1.3638 3.7073 -8.6133
C -4.6292 1.0649 2.9659
C 3.5663 -3.2689 4.3430
C 2.4524 3.8812 0.4480
C 2.9138 0.1337 -1.5356
C -3.6038 2.0080 0.7503
C -4.5571 0.9989 1.4305
C 4.1467 -4.3116 3.4114
C -3.8594 -1.2410 3.5695
C -2.7443 -2.1785 3.9515
C -1.2525 -0.2496 -2.6235
C 3.0871 -0.7450 -0.2958
C -2.2845 2.2570 -7.0188
C -3.3193 0.7978 -5.5581
C -2.3406 2.2505 1.5741
C 1.6738 3.2344 -0.6961
C -3.7054 0.0804 3.6420
C -1.9750 1.7330 -1.3382
C 0.4507 1.1564 -1.5350
C 4.5780 -1.2886 1.6242
C 1.0710 -1.2382 -2.4743
C 2.6861 -4.6109 6.0494
C 1.5117 0.2033 -2.1998
C -0.9724 0.5248 -1.3208
C 3.3594 2.5694 3.1629
C 3.6818 3.0833 0.8965
B -1.0970 -0.4120 -0.0324
H -1.4905 2.6140 -0.9221
H 0.6605 -6.1027 8.0361
H 4.5377 3.3305 0.2672
H 4.3118 -2.9057 5.0506
H -1.8405 1.3203 1.8698
H -1.6413 2.9376 1.0995
H 2.4240 -0.4656 0.5233
H 1.5477 -1.5950 -3.3842
H 3.1915 -2.4163 3.7799
H 0.9116 3.9449 -1.0329
H 3.6906 1.5255 3.0837
H -4.4686 2.0768 3.3379
H -0.8924 0.3906 -3.4353
H -2.8852 0.4568 4.2484
H 2.3250 3.0793 -1.5634
H 1.3829 -1.9235 -1.6871
H -4.1522 2.9538 0.7208
H -5.6555 0.8089 3.2531
H -2.6148 2.7320 2.5143
H 3.4649 2.0091 0.8140
H -0.7104 -2.1904 -2.0295
H -4.0443 2.1682 -1.3464
H 0.2373 1.9362 -2.2697
H -3.7454 0.5468 -0.8432
H -1.9507 -1.6783 4.5060
H 4.0881 -0.5814 2.3062
H -0.6611 4.0471 -7.8529
H 2.9158 -1.8030 -0.5105
H -5.2089 -2.9037 3.5093
H 1.5737 1.3151 0.3504
H -4.3325 -0.0163 1.1057
H -2.1156 1.9801 -2.3977
H 3.3763 -4.6808 2.7308
H -1.7432 4.5815 -9.1370
H -5.5613 1.2256 1.0552
H 0.0739 -0.0483 1.4951
H 1.8026 4.0960 1.3001
H -4.3181 0.5967 -5.1813
H -2.3089 -2.5737 3.0244
H 2.0363 -6.9070 7.2442
H 3.5815 -0.2844 -2.2955
H -0.3250 1.8697 -9.0704
H -3.0982 -3.0481 4.5081
H 2.8148 4.8470 0.0865
H -1.1981 -2.7820 -3.9143
H -5.1333 -2.0165 2.0037
H 0.0924 2.2234 0.2756
H 3.5734 2.9570 4.1555
H 6.1583 -1.0189 2.7372
H 3.9337 -2.1756 1.6262
H 4.9639 -3.8843 2.8307
H -2.1259 -1.9591 0.5351
H 2.3242 -5.5939 8.4120
H -2.6895 1.1529 -4.7475
H -1.4502 2.4032 -10.3208
H 4.5326 -5.1600 3.9731
H -2.8981 -0.1119 -5.9869
H 4.8418 0.3775 0.3082
H 3.2771 1.1432 -1.3517
H 0.0986 3.2364 -10.1078
H 5.2065 -1.2214 -0.4287
H 2.2718 2.5903 3.0090
H -6.0105 -1.3131 3.3592

Summary:
Kohn-Sham gap	7.535	eV
multiplicity	1
net charge	+1

DFT (ωB97M-V with the def2-TZVPD basis set) results for a molecular structure, C28H25BrN4O3PdS2 at a distorted geometry.

Element x y z (Å)
Pd -0.5285 -0.0275 -0.2130
Br -5.7250 7.0068 -0.6348
S 0.5548 0.5496 -2.3934
S -1.5409 -2.4130 0.6752
O -2.4417 1.0350 -0.8986
O -0.9771 2.1201 0.3476
O -2.5185 -1.3371 0.9782
N 1.6166 -0.2875 0.2732
N -0.1667 -0.1252 2.2821
N 2.9531 -0.3894 -2.9451
N 2.4886 -0.4368 -0.7372
C -4.5096 4.6217 -1.6015
C -3.0075 4.1792 0.7017
C -2.9348 3.2877 -0.3593
C 5.7848 0.5986 1.4217
C -1.0746 0.0391 3.2334
C -0.0439 -2.9238 -1.5967
C -2.1371 -1.7559 -1.9559
C -2.0609 2.0699 -0.2953
C 4.4264 0.6707 1.1563
C 0.1489 -2.9791 -2.9623
C -1.1866 -2.3011 -1.0961
C 0.5969 0.4669 4.8695
C 1.1326 -0.0119 2.5821
C 3.5484 -0.2345 1.7458
C 5.4160 -1.2948 2.8481
C 4.0566 -1.2223 2.5901
C -0.7415 0.3213 4.5495
C -2.5988 -3.9003 0.5491
C -1.9191 -1.8115 -3.3207
C 2.0743 -0.1302 -1.9370
C 2.0894 -0.1877 1.4696
C -0.5350 -2.4762 -5.3202
C -4.5807 5.4899 -0.5246
C 1.5475 0.3106 3.8753
C -3.6878 3.5109 -1.5069
C -3.8436 5.2829 0.6282
C -0.7803 -2.4216 -3.8404
C 6.2836 -0.3819 2.2670
H 1.0418 -3.4494 -3.3575
H 5.7956 -2.0657 3.5069
H -2.1053 -0.0611 2.9186
H 2.5950 0.4457 4.0933
H -2.6399 -1.3591 -3.9903
H -3.0227 -1.2881 -1.5466
H -3.4091 -3.6676 -0.1390
H -3.6240 2.7999 -2.3193
H 6.4588 1.3093 0.9605
H -1.3967 -2.1146 -5.8786
H 3.9026 -0.5898 -2.6759
H -2.0094 -4.7480 0.2029
H -2.9932 -4.0853 1.5476
H -1.5122 0.4352 5.2994
H -5.0864 4.8128 -2.4956
H -0.3214 -3.4975 -5.6386
H -3.9184 5.9810 1.4504
H -2.4093 3.9974 1.5852
H 2.8039 0.0899 -3.8141
H 0.8994 0.7012 5.8818
H 4.0367 1.4372 0.5016
H 3.3808 -1.9469 3.0271
H 0.3286 -1.8613 -5.5809
H 7.3456 -0.4355 2.4687
H 0.6807 -3.3516 -0.9125

Summary:
Kohn-Sham gap (spin up / spin down)	7.627 / 6.806	eV
ΔE to the lowest compared entry with this formula, charge and spin	0.000	eV
multiplicity	3

DFT (ωB97M-V with the def2-TZVPD basis set) results for 2 unconnected molecules or ions with the total composition C3H8N2OP at a distorted geometry.

Element x y z (Å)
P 1.6090 -2.5799 -1.2403
O 5.1353 -0.7600 -1.6967
N -0.5146 0.3220 -0.6202
N 3.0536 -1.7880 -1.1938
C 0.3728 -0.7122 0.0511
C 4.1216 -1.2992 -1.4243
C -0.7895 1.3722 0.4031
H 1.3395 -0.3125 0.3527
H 0.0669 0.6150 -1.4016
H 0.2805 1.6489 0.5383
H -1.5118 0.0438 -1.0307
H 1.7566 -3.0425 0.0949
H -1.4303 2.1331 -0.1213
H -0.1874 -1.1939 0.8599
H -1.2227 0.8967 1.3857

Summary:
Kohn-Sham gap	8.597	eV
ΔE to the lowest compared entry with this formula, charge and spin	2.472	eV
multiplicity	1
net charge	+1

DFT (ωB97M-V with the def2-TZVPD basis set) results for a single C5H10O2 molecule.

Element x y z (Å)
O 0.7870 -0.6433 0.9286
O -0.8166 1.5528 0.0650
C -2.0936 -0.4737 0.4309
C -1.0365 0.2355 -0.4156
C 1.9408 0.1417 0.5816
C 0.2702 -0.5530 -0.4136
C 1.5406 0.1677 -0.8980
H -2.8900 0.2288 0.7008
H -2.5483 -1.3109 -0.1063
H -1.3875 0.3364 -1.4514
H 2.8678 -0.3862 0.8350
H 0.1037 -1.5486 -0.8493
H 2.1822 -0.4332 -1.5474
H -0.9888 1.5196 1.0138
H -1.6400 -0.8553 1.3532
H 1.3871 1.1560 -1.3330
H 1.9310 1.1211 1.0761

Summary:
Kohn-Sham gap	10.541	eV
ΔE to the lowest compared entry with this formula, charge and spin	2.033	eV
multiplicity	1
structure (SMILES)	C[C@@H](O)[C@H]1CCO1